No. 1
The molecule C25H30N6O4, computed with wB97M-V/def2-TZVPD.

Last column: Mulliken charge in e.
Positions of all 65 atoms, in Å:
C -6.008 -2.316 -2.114  -0.910
H -5.849 -3.231 -1.533  0.343
O -6.081 -1.183 -1.284  -0.448
C -4.981 -0.850 -0.557  0.667
C -3.806 -1.559 -0.516  -0.515
C -2.726 -1.124 0.269  0.500
C -2.865 0.047 1.027  -0.877
C -4.056 0.775 0.988  -0.469
C -5.108 0.347 0.207  0.924
O -6.299 0.977 0.090  -0.459
C -6.478 2.204 0.756  -0.925
H -5.743 2.946 0.431  0.369
H -6.420 2.083 1.843  0.346
H -7.477 2.540 0.485  0.236
H -4.126 1.681 1.569  0.416
N -1.814 0.459 1.797  0.105
C -0.580 -0.147 1.868  -0.422
O 0.288 0.324 2.589  -0.758
C -0.429 -1.329 1.031  0.655
C -1.472 -1.792 0.301  -0.165
H -1.351 -2.676 -0.311  0.443
C 0.920 -1.984 1.018  -1.323
N 1.936 -1.153 0.376  0.783
C 1.540 -0.718 -0.953  -0.605
C 0.562 0.399 -0.895  -0.358
N -0.584 0.471 -1.537  -0.418
N -1.126 1.636 -1.210  -0.666
N -0.379 2.284 -0.416  -0.637
N 0.710 1.546 -0.190  1.327
C 1.786 1.991 0.641  -0.351
C 2.977 2.364 -0.182  -0.050
C 3.146 2.505 -1.528  -0.298
C 4.506 2.859 -1.719  -0.657
C 5.055 2.907 -0.478  -0.634
O 4.137 2.609 0.459  -0.424
H 6.046 3.133 -0.138  0.511
H 4.994 3.050 -2.653  0.467
H 2.403 2.384 -2.291  0.640
H 2.035 1.191 1.348  0.246
H 1.419 2.854 1.205  0.526
H 1.080 -1.520 -1.552  0.330
H 2.427 -0.354 -1.479  0.823
C 3.265 -1.757 0.453  -0.734
C 3.536 -2.868 -0.573  -0.540
C 4.901 -3.500 -0.316  -0.831
C 6.000 -2.445 -0.394  -0.731
C 5.733 -1.327 0.609  -1.145
C 4.365 -0.695 0.363  -0.174
H 4.177 0.078 1.107  0.363
H 4.365 -0.227 -0.624  0.120
H 6.507 -0.562 0.530  0.406
H 5.766 -1.734 1.622  0.390
H 6.971 -2.902 -0.192  0.365
H 6.031 -2.027 -1.403  0.346
H 5.087 -4.287 -1.051  0.370
H 4.909 -3.959 0.675  0.339
H 3.520 -2.452 -1.583  0.296
H 2.759 -3.633 -0.510  0.323
H 3.328 -2.198 1.454  0.548
H 1.243 -2.130 2.053  0.493
H 0.827 -2.968 0.527  0.193
H -1.916 1.310 2.338  0.240
H -3.678 -2.458 -1.097  0.475
H -6.971 -2.373 -2.618  0.233
H -5.213 -2.216 -2.859  0.365

Force components x, y, z for each atom (eV/Å):
0.0 -0.1 -0.1
0.0 0.0 0.0
0.0 0.3 0.2
0.0 -0.1 0.0
-0.3 0.2 0.0
-0.2 0.5 0.3
-0.2 -0.7 -0.5
-0.2 0.1 0.0
0.1 -0.1 0.0
0.2 -0.3 -0.1
0.0 0.2 0.1
0.0 0.0 0.0
0.0 0.0 0.0
0.1 0.0 0.0
-0.1 0.1 0.0
0.1 0.3 0.2
-0.3 0.1 0.1
0.2 0.0 0.2
-0.1 -0.5 -0.1
0.3 0.2 0.4
0.1 -0.1 -0.1
0.0 0.1 0.1
-0.1 0.0 0.0
0.1 -0.2 0.0
0.0 0.6 0.0
0.6 -0.8 -0.3
-0.8 0.4 -0.3
0.2 1.1 0.7
-0.3 -1.1 -0.8
0.6 0.3 0.6
-0.4 0.0 -0.8
-0.3 -0.1 0.6
0.4 0.0 0.5
0.3 0.1 -0.9
-0.3 -0.1 0.5
0.1 0.0 0.2
0.2 0.1 -0.2
-0.2 0.0 -0.1
-0.1 0.2 -0.1
0.0 -0.2 0.0
0.1 0.1 0.0
0.0 -0.1 0.0
0.2 0.2 -0.3
-0.1 -0.1 0.4
0.0 0.1 -0.3
0.0 -0.1 0.3
0.0 0.1 -0.3
0.0 -0.2 0.3
-0.1 0.1 0.0
0.0 0.1 -0.1
0.0 0.0 0.1
0.0 0.0 0.1
0.0 0.0 -0.1
0.0 0.0 -0.1
0.0 -0.1 0.1
0.0 -0.1 0.0
0.0 0.0 -0.1
-0.1 0.0 -0.1
0.0 0.0 0.0
0.0 -0.1 -0.1
0.0 0.0 0.1
0.1 -0.2 -0.1
-0.1 -0.1 -0.1
0.1 0.0 0.0
0.0 0.0 0.0

The charge is 0. As for the relative energy (zero: lowest compared OMol25 entry of this formula, charge and spin): 3.0979 eV. The HOMO-LUMO gap is 8.12 eV. The SMILES is COc1cc2cc(CN(Cc3nnnn3Cc3ccco3)C3CCCCC3)c(=O)[nH]c2cc1OC.

No. 2
A structure of composition C25H31BCaF4PSi, computed with wB97M-V/def2-TZVPD.

Last column: Mulliken charge in e.
Positions of all 64 atoms, in Å:
Ca 1.081 1.390 1.103  1.628
C 1.400 -1.882 -1.387  -1.681
C 0.007 -2.122 -1.886  0.733
C -0.094 -2.719 -3.165  -0.771
C -1.304 -3.086 -3.652  -0.505
C -2.436 -2.973 -2.874  -0.740
C -2.357 -2.383 -1.630  -0.121
C -1.125 -1.972 -1.090  0.064
P -0.812 -1.031 0.524  0.939
C -2.437 -0.747 1.186  0.914
C -2.797 -1.245 2.487  -1.113
C -4.047 -0.956 3.032  -0.810
C -4.919 -0.097 2.407  -0.628
C -4.504 0.452 1.176  -0.555
C -3.335 0.133 0.560  0.755
C -2.969 0.805 -0.719  -1.532
C -0.038 -2.224 1.648  0.110
C -0.205 -3.611 1.348  -0.695
C 0.573 -4.575 2.000  -1.071
C 1.495 -4.107 2.936  -0.533
C 1.635 -2.778 3.260  -0.723
C 0.872 -1.798 2.628  1.574
C 1.042 -0.362 2.939  -2.295
H 2.051 -1.552 -2.170  0.610
H 1.851 -2.742 -0.878  0.280
H 1.429 -1.111 -0.577  0.125
H 0.776 -2.817 -3.782  0.457
H -1.349 -3.509 -4.684  0.284
H -3.350 -3.350 -3.218  0.502
H -3.285 -2.354 -1.038  0.352
H -2.075 -1.887 2.960  0.481
H -4.221 -1.303 4.023  0.425
H -5.929 0.129 2.814  0.320
H -5.182 1.050 0.657  0.496
H -3.861 1.175 -1.208  0.497
H -2.568 0.142 -1.478  0.241
H -2.334 1.668 -0.462  0.164
H -0.840 -3.841 0.588  0.789
H 0.437 -5.598 1.788  0.485
H 2.074 -4.773 3.549  0.349
H 2.203 -2.395 4.075  0.412
H 1.722 -0.202 3.725  0.448
H 0.126 0.181 3.208  0.474
F -1.189 4.360 2.675  -0.342
B -0.142 4.149 1.820  0.597
F -0.415 3.124 0.816  -0.344
F 0.992 3.562 2.493  -0.501
F 0.351 5.287 1.181  -0.399
C 3.717 4.415 -0.660  -0.953
Si 2.881 3.092 -1.778  0.171
C 4.162 2.569 -3.112  -1.192
C 1.285 3.856 -2.380  -1.002
C 2.557 1.519 -0.822  -1.028
H 3.969 5.315 -1.209  0.300
H 4.633 3.917 -0.266  0.223
H 3.124 4.673 0.242  0.278
H 4.407 3.382 -3.782  0.309
H 3.755 1.779 -3.692  0.324
H 5.029 2.185 -2.641  0.326
H 0.652 3.078 -2.630  0.332
H 1.330 4.517 -3.264  0.351
H 0.831 4.436 -1.584  0.253
H 3.539 1.002 -0.554  0.299
H 2.131 0.765 -1.577  -0.140

Force components x, y, z for each atom (eV/Å):
0.1 0.4 0.1
-0.1 0.8 1.7
0.8 -1.2 -0.5
0.2 1.1 1.1
-0.3 -1.0 -1.8
0.7 0.5 0.5
-0.4 -0.3 1.0
0.1 0.6 0.3
0.4 -0.3 -0.7
-1.4 -0.3 2.2
0.1 0.6 -2.3
1.0 0.2 0.4
-0.3 0.4 -1.0
-1.1 -1.1 1.7
1.2 -0.5 -0.1
-0.4 0.5 -0.2
-0.4 -1.7 -1.1
2.6 1.5 2.6
-0.4 1.9 -0.2
0.2 -0.1 0.8
-0.8 0.0 -0.5
-0.5 2.1 -0.2
-0.8 -0.9 -1.0
0.4 0.2 -0.5
-0.3 -0.2 -0.3
0.0 -0.4 -0.8
0.5 -0.1 -0.1
-0.1 0.3 1.0
-1.3 -0.3 -0.5
0.5 0.3 -0.1
-0.1 -0.1 0.4
-0.4 -0.4 0.6
1.0 -0.1 -0.3
-1.0 1.2 -0.8
-0.3 0.4 0.1
0.7 0.0 0.2
0.1 -0.3 -0.5
-1.9 -1.0 -2.0
0.0 -1.1 -0.2
0.2 -0.6 -0.1
0.8 -0.3 0.5
1.0 0.2 1.1
-0.3 -0.3 -0.1
0.0 -0.1 -0.3
1.4 0.3 -0.3
-0.7 0.1 0.0
-0.1 -0.5 0.3
-0.7 -0.2 0.1
0.1 -1.2 0.5
1.0 -0.7 1.1
-1.3 1.5 0.1
1.2 1.6 -0.4
0.3 -1.0 -0.8
0.2 0.2 0.0
-0.3 0.5 -0.3
0.0 -0.1 -0.6
0.4 0.3 -0.3
-0.5 -0.8 -0.6
1.0 -0.2 0.6
-1.6 -1.7 -0.5
0.3 -0.2 0.3
-0.1 0.0 0.3
-0.8 0.7 -0.2
0.3 1.0 0.7

The charge is -1. As for the relative energy (zero: lowest compared OMol25 entry of this formula, charge and spin): 0.9566 eV. The HOMO-LUMO gap is 6.87 eV.

No. 3
A structure of composition C25H31BiN5P, computed with wB97M-V/def2-TZVPD.

Last column: Mulliken charge in e.
Positions of all 63 atoms, in Å:
Bi -1.017 0.744 -0.276  1.796
C -3.169 -1.911 -0.683  -0.666
C -4.140 -0.740 -0.627  -1.039
N -3.598 0.525 -1.174  -0.358
C -3.626 0.637 -2.634  -1.395
C -2.386 0.104 -3.310  0.571
C -2.400 -0.165 -4.670  -0.983
C -1.236 -0.585 -5.285  -0.622
C -0.084 -0.752 -4.525  -0.948
C -0.142 -0.476 -3.179  0.501
C 1.044 -0.642 -2.259  -0.909
N 0.544 -1.035 -0.926  0.370
C -0.017 -2.412 -0.954  -0.691
C -0.967 -2.688 0.198  -1.071
N -2.037 -1.687 0.234  -0.216
N -1.273 -0.055 -2.590  0.727
H -2.779 -2.037 -1.694  0.346
H -3.711 -2.827 -0.434  0.507
H -4.401 -0.554 0.418  0.470
H -5.064 -1.020 -1.138  0.392
H -4.147 1.289 -0.796  0.327
H -3.703 1.695 -2.892  0.467
H -4.502 0.143 -3.063  0.497
H -3.313 -0.040 -5.236  0.562
H -1.224 -0.796 -6.347  0.458
H 0.839 -1.095 -4.974  0.562
H 1.581 0.306 -2.172  0.324
H 1.731 -1.387 -2.664  0.653
H 1.301 -1.000 -0.243  -0.370
H 0.803 -3.133 -0.934  0.440
H -0.540 -2.543 -1.900  0.477
H -0.428 -2.648 1.146  0.419
H -1.356 -3.705 0.086  0.375
H -2.398 -1.614 1.181  0.372
N 0.323 3.091 -2.366  -0.485
C -0.093 2.309 -1.626  -0.015
C 2.506 2.624 0.344  -1.609
P 1.437 1.405 1.156  0.855
C 2.473 -0.046 1.486  -0.286
C 1.957 -1.036 2.330  -0.295
C 2.687 -2.186 2.584  -0.753
C 3.933 -2.360 1.990  -0.492
C 4.448 -1.386 1.148  -0.783
C 3.721 -0.228 0.892  0.028
C 1.015 2.087 2.776  0.845
C 1.998 2.656 3.585  -0.466
C 1.662 3.155 4.833  -0.766
C 0.348 3.085 5.284  -0.500
C -0.632 2.514 4.489  -0.776
C -0.298 2.017 3.237  -0.008
H 3.375 2.844 0.963  0.484
H 1.927 3.534 0.196  0.443
H 2.834 2.272 -0.634  0.437
H 1.001 -0.881 2.825  0.534
H 2.299 -2.938 3.259  0.475
H 4.509 -3.254 2.197  0.447
H 5.423 -1.518 0.698  0.446
H 4.139 0.531 0.242  0.405
H 3.029 2.705 3.255  0.287
H 2.428 3.598 5.455  0.421
H 0.091 3.478 6.258  0.407
H -1.654 2.458 4.841  0.420
H -1.075 1.572 2.623  -0.044

Force components x, y, z for each atom (eV/Å):
0.2 -0.4 -0.1
0.1 0.0 0.0
0.0 0.0 0.0
0.0 -0.1 0.0
0.0 0.0 0.0
0.0 0.0 0.0
0.0 0.0 -0.1
0.0 0.0 0.0
0.0 0.0 -0.1
0.0 0.0 0.2
0.0 0.0 0.0
-0.2 0.2 0.0
0.0 0.0 0.0
0.0 0.1 0.0
-0.1 0.2 0.0
-0.1 -0.1 0.0
0.0 0.0 0.0
0.0 0.0 0.0
0.0 0.0 0.0
0.0 0.0 0.0
0.0 0.0 0.0
0.0 0.0 0.0
0.0 0.0 0.0
0.0 0.0 0.0
0.0 0.0 0.0
0.0 0.0 0.0
0.0 0.0 0.0
0.0 0.0 0.0
0.1 0.0 0.0
0.0 0.0 0.0
0.0 0.0 0.0
0.0 0.0 0.0
0.0 0.0 0.0
0.0 -0.1 0.0
0.0 -0.1 0.1
0.1 0.2 -0.1
0.0 0.0 0.1
0.1 0.2 0.1
0.0 0.0 0.0
0.0 0.0 0.0
0.0 0.0 0.0
0.0 0.0 0.0
0.0 0.0 0.0
0.0 -0.1 0.0
0.0 -0.1 -0.1
0.0 0.0 0.1
0.0 0.0 0.0
0.0 0.0 0.0
0.0 0.0 0.0
0.0 0.0 0.0
0.0 0.0 0.0
0.0 0.0 0.0
0.0 0.0 0.0
0.0 0.0 0.0
0.0 0.0 0.0
0.0 0.0 0.0
0.0 0.0 0.0
0.0 0.0 0.0
0.0 0.0 0.0
0.0 0.0 0.0
0.0 0.0 0.0
0.0 0.0 0.0
0.0 0.0 0.0

The charge is +2. The HOMO-LUMO gap is 8.00 eV.

The evaluated E for the records listed, in turn: -1600.1168, -2704.3545, -1800.4889 Eh.
The evaluated E_HOMO for the records listed, in turn: -7.60, -4.25, -14.28 eV.
The evaluated LUMO energy for the records listed, in turn: 0.53, 2.62, -6.27 eV.